# 1
Here is 2 unconnected molecules or ions with the total composition C3H9N from the OMol25 dataset. Energies are from the ωB97M-V functional and the def2-TZVPD basis.

SMILES: C=C.CN
Molecular weight (g mol⁻¹): 59.112
Energy (eV): -4745.561
Gap between HOMO and LUMO (eV): 10.08
Largest force on an atom (eV/A): 1.16
ΔE to the lowest compared entry with this formula, charge and spin (kcal per mole): 35.7

```
! wB97M-V def2-TZVPD RIJCOSX def2/J DEFGRID3
* xyz 0 1
C 3.79719 0.60425 -2.81623
C 4.52354 1.35338 -2.01099
H 3.28076 1.07011 -3.64068
H 3.59146 -0.43404 -2.59584
H 4.66834 2.38252 -2.32054
H 4.90420 0.97846 -1.06621
C -3.80247 -0.70291 1.46799
N -3.64742 -0.97313 2.87966
H -4.38070 -1.49962 0.99642
H -4.27614 0.27185 1.32370
H -2.83890 -0.65081 0.96142
H -2.77840 -0.90670 3.37573
H -4.16560 -1.74605 3.25988
*
```



# 2
Here is C4H9N in the gas phase from the OMol25 dataset. Energies are from the ωB97M-V functional and the def2-TZVPD basis.

SMILES: [H]/N=C(\C)CC
Molecular weight (g mol⁻¹): 71.123
Energy (eV): -5783.722
Gap between HOMO and LUMO (eV): 10.68
Largest force on an atom (eV/A): 1.88
ΔE to the lowest compared entry with this formula, charge and spin (kcal per mole): 2.1

```
! wB97M-V def2-TZVPD RIJCOSX def2/J DEFGRID3
* xyz 0 1
C -0.48939 0.56334 0.60990
C 1.85071 -0.04238 -0.21029
C -1.83604 0.46725 -0.23843
C 0.45845 -0.49450 0.14108
N -0.00117 -1.65997 -0.02037
H 0.68459 -2.36284 -0.29328
H -0.04394 1.55586 0.53565
H -0.77108 0.35105 1.64203
H 2.32662 0.39630 0.66619
H 2.46106 -0.86929 -0.57078
H 1.80470 0.72383 -0.98364
H -1.62760 0.68765 -1.28177
H -2.28138 -0.51734 -0.14836
H -2.53553 1.20103 0.15208
*
```



# 3
Here is a molecular structure, C8H28BKO8 from the OMol25 dataset. Energies are from the ωB97M-V functional and the def2-TZVPD basis.

Molecular weight (g mol⁻¹): 302.214
Energy (eV): -42128.895
Gap between HOMO and LUMO (eV): 7.77
Largest force on an atom (eV/A): 0.82
ΔE to the lowest compared entry with this formula, charge and spin (kcal per mole): 4.6

```
! wB97M-V def2-TZVPD RIJCOSX def2/J DEFGRID3
* xyz 0 1
K -1.88230 -9.95812 -6.92372
B -2.28929 -12.50218 -9.43638
H -1.88571 -12.12881 -10.51616
H -1.52512 -13.26271 -8.87004
H -2.47739 -11.56925 -8.68495
H -3.36041 -13.05275 -9.60553
C 0.15339 -6.63148 -6.14778
C -1.00406 -6.57492 -5.17727
O -2.08521 -7.37797 -5.63073
O 0.56493 -7.96381 -6.44022
H 1.02178 -6.09042 -5.75456
H -0.11470 -6.17936 -7.10069
H -1.32239 -5.53044 -5.09296
H -0.69917 -6.93446 -4.19585
H -2.32331 -7.05664 -6.51317
H 0.75008 -8.45386 -5.63324
C -2.37580 -5.84055 -9.22488
C -3.39439 -4.88797 -8.64863
O -4.72141 -5.27108 -8.93237
O -2.35328 -7.00385 -8.39436
H -1.39035 -5.36025 -9.22553
H -2.66554 -6.08281 -10.24799
H -3.22825 -3.91119 -9.10621
H -3.22248 -4.77321 -7.57084
H -4.93261 -6.05255 -8.41165
H -1.92651 -7.74024 -8.84108
C 2.05447 -13.00074 -5.77106
C 0.65581 -12.69769 -6.26179
O 0.53487 -11.42470 -6.89074
O 3.02113 -13.11534 -6.80838
H 2.04125 -13.97219 -5.27885
H 2.37049 -12.21998 -5.07039
H -0.03146 -12.68317 -5.41658
H 0.33339 -13.48177 -6.95535
H 1.12789 -11.34429 -7.64233
H 2.81268 -12.54280 -7.54981
C -5.28875 -11.24256 -6.85182
C -5.40829 -10.33483 -8.03831
O -6.12450 -9.12943 -7.76121
O -4.33720 -10.67717 -5.93953
H -4.96640 -12.23287 -7.19462
H -6.24330 -11.39868 -6.33855
H -5.82273 -10.84893 -8.90665
H -4.40586 -10.03646 -8.35222
H -7.06067 -9.29021 -7.90627
H -4.34269 -11.20520 -5.13591
*
```



# 4
Here is a molecular structure, C4H11NO2 from the OMol25 dataset. Energies are from the ωB97M-V functional and the def2-TZVPD basis.

Molecular weight (g mol⁻¹): 105.137
Energy (eV): -9907.026
Gap between HOMO and LUMO (eV): 7.93
Largest force on an atom (eV/A): 6.88
ΔE to the lowest compared entry with this formula, charge and spin (kcal per mole): 120.3

```
! wB97M-V def2-TZVPD RIJCOSX def2/J DEFGRID3
* xyz 0 1
C -0.06407 0.82232 -0.46358
C -1.93941 0.67621 1.00752
C -0.09316 0.38320 0.89653
C 2.02413 -1.25153 -0.62770
N 1.70069 0.13495 -0.37652
O -0.75662 0.25152 -1.48219
O -2.63956 -0.38869 0.42528
H -0.35066 -0.59550 -1.71757
H -2.60822 -0.26567 -0.53672
H 2.45973 0.63359 0.08153
H 0.05253 1.88761 -0.63211
H -2.29335 1.65344 0.66894
H -2.05804 0.61248 2.08793
H 0.30281 1.08232 1.62362
H -0.03341 -0.66208 1.17668
H 1.14687 -1.79921 -1.00337
H 2.80292 -1.37023 -1.39551
H 2.34680 -1.80476 0.26723
*
```



# 5
Here is 3 unconnected molecules or ions with the total composition C9H25BO7 from the OMol25 dataset. Energies are from the ωB97M-V functional and the def2-TZVPD basis.

SMILES: COCCOC.COCCOC.OBCOO
Molecular weight (g mol⁻¹): 256.104
Energy (eV): -24742.474
Gap between HOMO and LUMO (eV): 9.83
Largest force on an atom (eV/A): 1.76

```
! wB97M-V def2-TZVPD RIJCOSX def2/J DEFGRID3
* xyz 0 1
O -4.55232 -0.86685 -1.16817
B -5.23266 -0.23075 -2.20382
C -6.68712 0.39412 -1.84554
O -7.64337 -0.32996 -2.66269
O -7.51266 -1.70056 -2.28747
H -3.68343 -1.14988 -1.45465
H -4.86139 -0.14185 -3.32486
H -6.69069 1.47176 -2.07162
H -6.91913 0.19467 -0.78080
H -8.09066 -1.78535 -1.51850
C -2.13752 1.41204 0.40883
O -0.99203 0.61689 0.14713
C 0.16135 1.06021 0.85414
C 0.41370 0.21025 2.08686
O -0.61908 0.37276 3.05136
C -1.55416 -0.69297 3.03504
H -3.01290 0.87053 0.05172
H -2.26222 1.61074 1.47560
H -2.06538 2.36090 -0.13340
H 0.06940 2.11711 1.12257
H 1.01282 0.95694 0.17675
H 1.34438 0.54146 2.55705
H 0.53179 -0.84318 1.81543
H -1.12349 -1.57750 3.51654
H -1.87055 -0.94477 2.02091
H -2.42897 -0.38027 3.60552
C 3.89099 -0.74895 1.26060
O 3.48117 0.11978 0.21692
C 4.44496 1.12718 -0.06482
C 5.26858 0.78200 -1.29308
O 6.08036 -0.36284 -1.07137
C 5.53063 -1.54065 -1.63938
H 3.24459 -1.62610 1.24473
H 4.92573 -1.07482 1.13600
H 3.77914 -0.24712 2.22715
H 5.09192 1.29711 0.80068
H 3.89341 2.05187 -0.26028
H 5.94303 1.61642 -1.50774
H 4.62317 0.63886 -2.16470
H 5.67820 -1.53800 -2.72434
H 4.46759 -1.64649 -1.41412
H 6.06286 -2.39471 -1.22019
*
```



# 6
Here is a molecular structure, C4H7NO from the OMol25 dataset. Energies are from the ωB97M-V functional and the def2-TZVPD basis.

Molecular weight (g mol⁻¹): 85.106
Energy (eV): -7794.314
Gap between HOMO and LUMO (alpha / beta) (eV): 7.35 / 7.35
Largest force on an atom (eV/A): 0.69
ΔE to the lowest compared entry with this formula, charge and spin (kcal per mole): 122.9

```
! wB97M-V def2-TZVPD RIJCOSX def2/J DEFGRID3
* xyz 0 1
C -1.80618 -0.22902 -0.08907
C -0.34372 -0.02694 -0.12886
N 0.65073 -0.79166 -0.49404
C 1.72842 0.13816 -0.38686
C 0.73294 1.17426 -0.24452
O 0.57496 2.36284 -0.29394
H -2.08404 -1.27215 0.09400
H -2.21186 0.08363 -1.06056
H -2.27063 0.40011 0.67881
H 0.46412 -0.11239 1.79144
H 0.67957 -1.79290 -0.63238
H 2.67620 0.05474 -0.89275
H 1.20948 0.01132 1.65873
*
```



> Among the records above, which one has the lowest largest force on an atom?

C4H7NO



> Look up the molecular weight of the fourth one.

105.137 g mol⁻¹



> What is the formula in the third record?

C8H28BKO8



> Which formula does entry 2 have?

C4H9N